143
Properties=species:S:1:pos:R:3:forces:R:3 method="wB97M-V/def2-TZVPD" total_energy_ha=-5217.8853 e_lumo_ev=-1.20 smiles="CCC(=O)OCCc1c(Cc2cccc(C)c2)ccc2c1C(=O)C([C@@H](F)CC)=CC2=O.COP(=O)(OC)OC.COP(=O)(OC)OC.COP(=O)(OC)OC.COP(=O)(OC)OC.COP(=O)(OC)OC" fmax_ev_per_a=7.971
C -0.177 3.554 -0.213 0.72 -0.43 -0.56
C 0.946 2.800 -0.997 -0.65 -0.29 0.73
C 0.299 2.135 -2.190 0.60 0.14 0.46
O 0.433 2.526 -3.307 -0.20 0.05 -0.46
O -0.510 1.071 -1.880 0.38 0.09 0.11
C 0.278 -0.111 -1.699 -0.25 -0.76 0.30
C -0.379 -1.077 -0.701 -0.13 -0.68 0.36
C -0.468 -2.511 -1.225 0.13 0.73 -0.01
C 0.671 -3.350 -1.156 -0.52 0.56 -0.15
C 1.939 -2.757 -0.566 0.20 -0.64 -0.18
C 3.221 -3.545 -0.770 0.13 0.00 0.50
C 3.562 -4.248 -1.922 -0.05 0.20 0.14
C 4.773 -4.918 -1.973 0.59 -0.46 -0.49
C 5.690 -4.890 -0.933 -0.36 0.56 0.56
C 5.375 -4.162 0.214 0.09 -0.24 0.08
C 6.349 -4.067 1.367 0.20 0.24 -0.64
C 4.143 -3.524 0.274 -0.07 0.11 0.20
C 0.545 -4.658 -1.599 -0.04 0.11 0.10
C -0.656 -5.116 -2.131 0.12 -0.56 -0.23
C -1.759 -4.302 -2.201 -0.40 0.66 -0.01
C -1.669 -2.975 -1.752 0.27 -0.32 0.15
C -2.904 -2.127 -1.826 -0.05 -0.80 -0.13
O -2.900 -0.950 -2.067 0.06 0.49 0.08
C -4.190 -2.881 -1.599 0.10 0.51 -0.16
C -5.268 -2.131 -0.856 0.07 -0.30 0.76
F -5.708 -1.024 -1.563 -0.05 -0.20 -0.32
C -6.433 -2.978 -0.361 0.00 0.54 0.39
C -7.542 -2.090 0.212 -0.36 -0.54 -0.34
C -4.266 -4.132 -2.035 0.00 -0.14 0.10
C -3.088 -4.763 -2.720 0.14 0.23 0.58
O -3.215 -5.580 -3.592 -0.08 -0.46 -0.22
H -0.669 2.847 0.452 -0.13 0.18 0.01
H 0.292 4.354 0.356 -0.31 0.08 0.06
H -0.900 3.932 -0.937 -0.07 0.31 0.29
H 1.768 3.451 -1.280 -0.18 0.04 -0.28
H 1.341 2.040 -0.317 0.12 0.01 -0.14
H 1.279 0.132 -1.328 -0.04 0.23 -0.20
H 0.378 -0.628 -2.658 0.05 0.25 -0.06
H -1.378 -0.749 -0.427 0.09 0.29 -0.26
H 0.165 -1.130 0.248 0.14 0.27 -0.13
H 2.124 -1.750 -0.943 -0.22 -0.05 -0.13
H 1.768 -2.636 0.510 0.13 -0.01 -0.04
H 2.882 -4.272 -2.764 0.11 -0.05 -0.04
H 5.052 -5.498 -2.846 -0.22 0.11 -0.08
H 6.652 -5.388 -0.970 -0.13 -0.16 -0.26
H 7.157 -4.787 1.225 -0.14 -0.12 0.24
H 5.868 -4.195 2.335 0.06 -0.05 -0.02
H 6.834 -3.085 1.333 -0.12 0.00 0.21
H 3.890 -2.976 1.180 -0.01 -0.04 -0.05
H 1.383 -5.339 -1.531 -0.05 0.01 0.01
H -0.731 -6.134 -2.498 -0.01 0.05 0.04
H -4.792 -1.737 0.054 0.04 0.17 -0.14
H -6.034 -3.564 0.473 -0.02 -0.35 -0.31
H -6.847 -3.631 -1.130 0.10 0.01 0.00
H -7.917 -1.432 -0.572 0.06 0.23 0.26
H -8.380 -2.726 0.510 0.06 0.06 0.06
H -7.227 -1.537 1.098 0.09 0.17 -0.19
H -5.159 -4.727 -1.888 0.05 -0.07 -0.31
C 2.135 7.378 -3.905 0.22 0.17 0.15
O 0.729 7.536 -4.155 -0.14 -2.72 0.54
P 0.124 6.766 -5.479 -1.53 4.65 -4.23
O 0.999 7.271 -6.576 0.58 -0.84 0.78
O -1.275 7.554 -5.372 -0.15 -0.41 0.01
C -1.276 8.968 -5.533 0.00 0.21 0.20
O -0.620 5.479 -6.164 1.02 -0.71 2.86
C 0.038 4.201 -5.992 0.17 -0.06 -0.18
H 2.315 7.589 -2.852 -0.12 -0.02 0.00
H 2.471 6.367 -4.125 0.08 0.02 -0.02
H 2.693 8.090 -4.510 -0.05 -0.08 -0.12
H -0.440 9.303 -6.147 0.04 -0.09 0.01
H -1.233 9.455 -4.557 0.04 0.01 0.00
H -2.207 9.245 -6.023 -0.02 -0.10 0.01
H 0.166 3.975 -4.939 -0.03 -0.12 -0.01
H 1.009 4.210 -6.491 -0.04 0.03 -0.03
H -0.588 3.435 -6.440 -0.09 0.12 -0.03
C -0.257 12.354 -1.586 0.13 0.14 -0.25
O -0.845 11.071 -1.318 -1.71 1.34 1.75
P -0.669 10.464 0.201 4.06 -4.90 -0.76
O 0.808 10.523 0.401 -0.58 1.10 0.11
O -1.217 9.024 -0.241 -0.18 0.07 0.44
C -0.474 8.282 -1.206 -0.10 -0.07 -0.42
O -1.223 10.223 1.734 -1.73 2.27 -1.39
C -1.530 11.404 2.498 0.18 0.05 0.14
H -0.762 12.780 -2.451 -0.09 -0.09 0.04
H -0.367 13.031 -0.742 0.07 0.05 -0.02
H 0.799 12.227 -1.818 0.01 -0.05 0.14
H 0.583 8.549 -1.197 -0.03 0.12 0.08
H -0.885 8.450 -2.200 0.05 0.01 -0.03
H -0.570 7.226 -0.962 -0.08 0.03 0.09
H -2.277 12.015 1.990 -0.04 0.01 0.08
H -0.624 11.991 2.666 -0.01 -0.01 0.00
H -1.933 11.087 3.456 0.03 -0.10 -0.04
C -0.219 -0.876 7.372 -0.11 -0.10 0.28
O 0.945 -0.670 6.552 -1.23 2.30 -0.91
P 0.738 -0.763 4.926 2.85 -5.41 -1.66
O 0.090 -2.096 4.756 -0.69 0.85 0.39
O 2.321 -0.766 4.654 -0.13 0.28 -0.31
C 3.098 -1.850 5.154 0.17 -0.03 0.27
O 0.473 -0.055 3.464 -0.61 2.08 2.23
C -0.733 0.729 3.341 -0.25 -0.15 -0.10
H -0.029 -0.420 8.342 0.10 0.07 -0.08
H -1.105 -0.422 6.934 -0.06 -0.05 0.03
H -0.382 -1.944 7.506 -0.01 -0.01 -0.15
H 2.502 -2.757 5.256 -0.08 0.05 -0.01
H 3.532 -1.584 6.117 -0.03 -0.02 0.03
H 3.903 -2.034 4.444 -0.04 0.08 -0.05
H -0.754 1.527 4.082 -0.07 0.05 -0.06
H -1.611 0.091 3.459 -0.02 0.07 0.04
H -0.743 1.173 2.348 0.12 -0.06 -0.01
C 7.318 -12.589 -0.576 0.18 -0.18 0.16
O 6.276 -11.664 -0.240 -2.32 -1.22 -1.85
P 5.961 -10.446 -1.326 4.78 5.57 3.11
O 7.380 -9.942 -1.391 -0.12 -0.84 -0.70
O 5.050 -9.608 -0.313 -0.55 -0.32 -0.61
C 5.610 -9.212 0.938 0.02 -0.13 0.49
O 5.417 -9.593 -2.647 -1.92 -3.03 -0.01
C 5.472 -10.270 -3.915 0.16 0.05 -0.11
H 7.151 -13.501 -0.006 -0.15 0.05 0.00
H 7.316 -12.828 -1.637 0.11 -0.01 0.01
H 8.280 -12.164 -0.298 -0.04 0.13 -0.12
H 6.695 -9.123 0.888 -0.01 -0.09 -0.18
H 5.337 -9.934 1.708 0.04 -0.02 -0.01
H 5.194 -8.242 1.204 -0.12 -0.02 -0.19
H 4.899 -11.198 -3.888 -0.04 0.03 -0.11
H 6.509 -10.483 -4.183 -0.01 0.01 0.03
H 5.035 -9.614 -4.663 -0.01 0.07 0.09
C -5.244 1.683 2.225 0.06 -0.05 -0.33
O -5.973 0.882 3.169 -1.54 2.48 0.76
P -5.681 1.153 4.773 3.85 -5.60 1.47
O -4.192 0.986 4.773 -0.32 1.17 -0.22
O -6.484 -0.168 5.202 -0.11 0.57 0.59
C -6.087 -1.402 4.624 -0.15 -0.28 -0.67
O -5.928 1.822 6.259 -1.81 1.54 -2.20
C -5.916 3.261 6.327 0.20 0.11 0.08
H -5.788 1.669 1.283 -0.09 -0.04 0.08
H -5.147 2.713 2.563 0.08 0.01 -0.05
H -4.255 1.254 2.072 0.03 0.02 0.14
H -5.050 -1.378 4.286 0.00 0.12 0.02
H -6.745 -1.586 3.774 0.12 -0.24 -0.04
H -6.187 -2.209 5.347 -0.16 0.22 0.20
H -6.669 3.689 5.665 -0.02 0.06 0.07
H -4.928 3.642 6.060 -0.01 -0.02 0.00
H -6.146 3.548 7.349 0.00 -0.12 0.01